15
Properties=species:S:1:pos:R:3:mulliken_charge:R:1 method="wB97M-V/def2-TZVPD" smiles="S=C1NC[C@@H]2SC[C@H]12" homo_energy_ev=-8.32 gap_ev=8.9038
C 1.38614 0.05037 0.16581 -0.23
C -0.26422 -1.40488 -0.88646 -0.46
C -0.99013 -0.48986 0.12664 -0.30
C -0.52187 1.70791 0.47735 -0.74
C 0.09516 0.38277 0.87431 0.02
H 1.90266 -1.19025 -1.38494 0.26
H -0.30854 -2.46130 -0.59628 0.31
H -0.76322 -1.25762 -1.87036 0.28
H -1.63378 -1.05151 0.78890 0.42
H 0.06108 2.27067 -0.30758 0.27
H -0.95313 2.33776 1.20112 0.40
H 0.09270 0.16110 1.95635 0.41
N 1.10239 -0.82108 -0.82888 -0.15
S 2.74745 0.82870 0.73013 -0.29
S -1.95268 0.93721 -0.44611 -0.19

---

13
Properties=species:S:1:pos:R:3:mulliken_charge:R:1 method="wB97M-V/def2-TZVPD" homo_energy_ev=-9.88 gap_ev=10.0999
C -1.68205 -0.32156 -0.05929 0.27
C 0.01946 0.62511 0.41083 0.19
C 1.45114 0.71800 -0.11442 -0.21
C -0.24922 -0.70567 -0.06297 0.08
H -1.77142 1.71773 0.45850 0.23
H -0.05236 0.44112 1.54177 0.27
H 1.95343 1.69251 -0.72347 0.28
H 1.24463 -2.15789 -0.24770 0.33
H 0.20031 -0.32556 -1.13767 0.33
N -1.29918 1.19015 -0.09737 -0.49
N 2.07074 -0.46138 -0.15415 -0.34
N 0.81882 -1.49432 0.30688 -0.47
O -2.70429 -0.91823 -0.12093 -0.48

---

48
Properties=species:S:1:pos:R:3:mulliken_charge:R:1 method="wB97M-V/def2-TZVPD" charge=+2 homo_energy_ev="-17.21 / -17.21" gap_ev="7.0264 / 7.0195"
N 1.50395 1.45735 -0.56551 -0.36
C 2.18164 2.45197 -0.77820 0.78
O 2.83852 3.41274 -0.99541 -0.36
Li 2.21738 -2.49763 -0.07055 0.76
V 0.65734 0.00114 0.34399 0.09
N 0.58194 -1.78150 -0.50668 0.34
N -0.90905 0.74873 1.04670 0.78
C 0.09391 -1.87607 -1.90559 0.70
C -1.59202 2.00591 0.67084 0.71
C 0.36556 -3.26797 -2.49150 -1.64
C -1.40831 -1.60837 -1.96813 -1.27
C 0.83193 -0.82976 -2.73268 -1.36
C -0.82745 3.18340 1.28047 -1.24
C -3.03406 2.04947 1.17517 -1.62
C -1.60077 2.14967 -0.84494 -1.50
H 1.43694 -3.52256 -2.45886 0.41
H 0.05873 -3.28244 -3.54715 0.45
H -0.19665 -4.05204 -1.96620 0.37
H -1.97139 -2.40209 -1.46002 0.37
H -1.72620 -1.57948 -3.02111 0.49
H -1.66189 -0.64875 -1.49256 0.09
H 0.68433 0.18844 -2.34362 0.12
H 0.47562 -0.86419 -3.77298 0.53
H 1.91551 -1.02122 -2.74345 0.36
H -0.82175 3.11412 2.37460 0.36
H -1.30638 4.12596 0.98750 0.48
H 0.21148 3.19850 0.93035 0.12
H -3.08478 2.10306 2.26854 0.39
H -3.59513 1.17275 0.83167 0.42
H -3.52562 2.94558 0.77618 0.45
H -2.10968 3.08736 -1.10278 0.51
H -2.14826 1.32326 -1.31368 0.39
H -0.58709 2.18713 -1.25669 0.18
C -0.01051 -2.77223 0.42122 -0.71
H -0.19705 -2.31936 1.40514 0.19
H -0.96499 -3.17579 0.04754 0.44
H 0.66426 -3.64744 0.58059 0.42
C -1.20613 0.24452 2.38672 -1.05
H -0.38810 -0.39194 2.74606 0.34
H -1.32075 1.06844 3.11194 0.45
H -2.13361 -0.35582 2.40884 0.37
F 2.90873 -1.81739 1.51960 -0.40
C 2.23505 -0.55255 1.75538 1.20
F 1.77990 -0.67623 3.07613 -0.27
C 3.37408 0.44673 1.78133 0.35
F 4.27225 0.11394 2.74983 -0.21
F 4.06529 0.44070 0.60328 -0.22
F 2.97329 1.72194 2.05869 -0.20

---

62
Properties=species:S:1:pos:R:3:mulliken_charge:R:1 method="wB97M-V/def2-TZVPD" charge=+3 homo_energy_ev=-17.66 gap_ev=9.2290
Ir 0.15512 -0.05377 -0.16432 2.66
C 1.58602 2.49261 -0.31470 -0.78
C 2.55499 1.61219 0.44535 -0.56
N 2.23167 0.16130 0.25193 -0.80
C 2.61076 -0.64716 1.44597 -0.42
C 1.69358 -0.37063 2.63442 -0.83
S -0.02806 0.03432 2.12942 0.00
C -0.06545 1.85575 2.38421 -0.83
C -0.49134 2.56693 1.11258 -0.60
N 0.17135 2.02638 -0.12123 -0.23
H 1.68758 3.53028 0.00609 0.49
H 1.78632 2.43820 -1.38268 0.33
H 3.57596 1.81476 0.12102 0.54
H 2.51868 1.81825 1.51108 0.25
H 2.78492 -0.17498 -0.53450 0.49
H 2.53213 -1.68938 1.15280 -0.05
H 3.64696 -0.43931 1.72027 0.55
H 1.62602 -1.24839 3.27360 0.55
H 2.03902 0.45330 3.25600 0.45
H -0.78357 2.04644 3.17986 0.65
H 0.90914 2.18093 2.73628 0.38
H -1.56243 2.43853 0.96855 0.11
H -0.28861 3.63666 1.19072 0.53
H -0.35951 2.39563 -0.90588 0.37
N 0.81673 0.98621 -4.79528 -0.37
C 0.08534 0.57589 -3.77548 0.79
N -1.23303 0.68260 -3.81012 -0.30
S 0.93242 -0.15585 -2.44623 -0.53
H 0.40473 1.26247 -5.67642 0.24
H 1.82002 0.89276 -4.76298 0.23
H -1.72166 1.06402 -4.60812 0.23
H -1.77998 0.24994 -3.08574 -0.02
C -3.79433 1.61006 -0.44672 -0.85
O -3.18923 0.46076 -1.08725 -0.28
P -2.13780 -0.53022 -0.44056 -0.18
O -2.32076 -1.79541 -1.38599 0.07
C -3.44136 -2.04296 -2.27751 -0.77
O -2.64644 -0.93169 0.98737 -0.30
C -3.96994 -1.48885 1.25686 -0.83
H -4.71468 1.80700 -0.98691 0.32
H -3.13968 2.47495 -0.53442 0.28
H -4.01764 1.39300 0.59646 0.39
H -3.15294 -2.88012 -2.90473 0.29
H -3.67099 -1.16727 -2.88034 0.31
H -4.33346 -2.30537 -1.71287 0.31
H -4.36133 -0.96997 2.12592 0.33
H -3.84770 -2.54529 1.47565 0.29
H -4.63277 -1.34944 0.40515 0.38
O 0.26502 -2.14526 0.13184 -0.95
S 0.33553 -3.23534 -0.99361 0.50
C 1.74875 -4.26905 -0.50675 -0.64
C 1.24344 -5.70532 -0.54782 -0.78
C -0.13441 -5.66974 0.10789 -0.74
C -0.88743 -4.50777 -0.53551 -0.36
H 1.97500 -3.95550 0.51452 0.21
H 2.58913 -4.05696 -1.16533 0.52
H 1.93917 -6.35876 -0.02364 0.38
H 1.17807 -6.06113 -1.57788 0.33
H -0.04016 -5.50940 1.18282 0.32
H -0.68126 -6.59919 -0.04036 0.39
H -1.61979 -4.01258 0.10006 0.06
H -1.36429 -4.78809 -1.47544 0.49

---

Energy: -28458.297 -10740.269 -59851.139 -73849.769 (eV)
F_max: 0.0557 0.1923 0.0781 0.0253 (Eh/bohr)
Relative energy (zero: lowest compared OMol25 entry of this formula, charge and spin): 13.1 169.4 0.0 0.0 (kcal per mole)